(1)
2 unconnected molecules or ions with the total composition C2H4N4S in a non-equilibrium geometry. Source: OMol25; level of theory: wB97M-V/def2-TZVPD.

The geometry in XYZ format:
```
11
Properties=species:S:1:pos:R:3:nbo_charge:R:1
C -1.67587 1.16055 -0.01015 0.496
C 1.46878 -0.83606 0.32044 0.468
N -2.32237 0.20719 -0.22954 -0.443
N 1.26851 0.08079 -0.34904 -0.446
N -0.71435 2.02694 0.26313 -0.873
N 1.56754 -2.04717 0.87014 -0.846
S -3.32562 -0.96923 -0.44039 -0.115
H -0.89780 3.03272 -0.01919 0.428
H 0.23841 1.45293 0.25109 0.460
H 2.58749 -2.23828 0.84790 0.427
H 0.90186 -2.20755 1.67579 0.444
```

Results
HOMO = -0.262 Ha
frontier orbital gap = 7.210 eV
LUMO = 0.1 eV
multiplicity = 1

***

(2)
A single C2H4N4S molecule in a non-equilibrium geometry. Source: OMol25; level of theory: wB97M-V/def2-TZVPD.

The geometry in XYZ format:
```
11
Properties=species:S:1:pos:R:3:nbo_charge:R:1
C 0.09285 1.52390 -0.00470 -0.696
C 0.48196 0.11836 0.10455 0.311
N 1.75333 -0.23116 0.02490 -0.283
N 1.75097 -1.56983 -0.01748 -0.038
N 0.48285 -2.02850 -0.14956 -0.092
N -0.33888 -0.89787 -0.04400 -0.378
S -1.98480 -0.72198 -0.06913 0.231
H -0.49563 1.58904 -1.07242 0.231
H 0.89401 2.16314 -0.45965 0.265
H -0.33954 2.17179 0.87279 0.262
H -2.29711 -2.11688 0.81471 0.187
```

Results
HOMO = -0.369 Ha
frontier orbital gap = 9.466 eV
LUMO = -0.6 eV
multiplicity = 1
SMILES = Cc1nnnn1S

***

(3)
A molecular structure, C2H4N4S in a non-equilibrium geometry. Source: OMol25; level of theory: wB97M-V/def2-TZVPD.

The geometry in XYZ format:
```
11
Properties=species:S:1:pos:R:3:nbo_charge:R:1
C -0.65831 0.23320 -1.88964 0.138
C -1.78209 0.46710 -0.09570 0.289
N -1.84245 0.59014 -1.44053 -0.472
N 0.24009 -0.00078 -0.88438 -0.398
N -0.50721 0.05680 0.27873 0.020
N -0.08699 -0.11559 1.49308 -0.627
S -2.82147 1.29782 1.85944 -0.107
H -0.48367 0.07317 -2.93053 0.214
H 1.28813 0.13813 -0.86898 0.440
H -2.14005 0.49784 2.80692 0.185
H 0.95018 -0.44145 1.49941 0.317
```

Results
HOMO (spin up / spin down) = -0.274 / -0.274 Ha
frontier orbital gap (spin up / spin down) = 6.537 / 6.530 eV
LUMO (spin up / spin down) = -0.9 / -0.9 eV
multiplicity = 1

***

(4)
A single C2H4N4S molecule in a non-equilibrium geometry. Source: OMol25; level of theory: wB97M-V/def2-TZVPD.

The geometry in XYZ format:
```
11
Properties=species:S:1:pos:R:3:nbo_charge:R:1
N -0.68201 1.84728 0.05671 -0.823
C -0.54108 0.43457 0.15379 0.226
N -1.68975 -0.28708 -0.10335 -0.268
N -1.38801 -1.51184 -0.13140 -0.006
N -0.08208 -1.58616 -0.03975 -0.328
C 0.51273 -0.34501 0.18627 -0.133
S 2.25219 -0.13353 -0.19170 0.000
H -1.51995 2.00531 -0.67739 0.387
H 0.08556 2.44509 -0.38842 0.387
H 0.32329 -2.44048 -0.02098 0.399
H 2.72910 -0.42813 1.15623 0.159
```

Results
HOMO = -0.330 Ha
frontier orbital gap = 9.421 eV
LUMO = 0.4 eV
multiplicity = 1
SMILES = Nc1nn[nH]c1S

***

Number 1: calculated total energy -18931.6040 eV. Number 2: calculated total energy -18930.5502 eV. Number 3: calculated total energy -18928.7874 eV. Number 4: calculated total energy -18932.5159 eV.